Entry 1:
37
Properties=species:S:1:pos:R:3:lowdin_charge:R:1 method="wB97M-V/def2-TZVPD" gap_ev="7.4331 / 7.9940" energy_ha=-2594.95515 molar_mass_da=364.3 s2=6.01 spin_multiplicity=5 charge=-1
Cr -0.804 -0.416 0.197 0.63
Cl -0.047 2.825 -0.870 0.67
O 1.562 1.194 3.358 0.08
O 1.444 -0.440 0.017 0.01
O 0.924 2.980 0.201 -0.37
O -0.884 1.685 -0.528 -0.41
O 2.546 -0.795 -1.774 0.11
O -0.139 0.627 2.165 0.01
O -1.451 0.053 -3.854 0.10
O 0.650 2.500 -2.089 -0.35
O -0.487 -0.818 -2.125 0.00
O -0.820 4.011 -1.015 -0.31
N 0.366 1.125 3.156 -0.39
N -0.646 -0.690 -3.329 -0.39
N 2.406 -0.288 -0.694 -0.39
C 3.446 0.593 -0.151 0.06
C 0.367 -1.388 -4.202 0.07
C -0.569 1.494 4.255 0.07
B -3.114 -0.642 0.630 -0.40
B -0.545 -2.666 0.762 -0.42
H 3.159 1.641 -0.124 0.10
H 3.580 0.260 0.878 0.11
H -3.332 -1.309 1.554 -0.02
H 4.387 0.437 -0.669 0.10
H -0.627 -2.254 -0.299 -0.06
H -1.578 1.333 3.895 0.11
H -0.308 0.869 5.104 0.10
H -2.501 0.293 0.852 -0.06
H -2.570 -1.253 -0.169 -0.05
H 0.432 -2.386 -3.784 0.10
H -0.077 -1.377 -5.193 0.09
H 1.257 -0.774 -4.140 0.09
H -1.475 -3.331 0.947 -0.01
H -0.380 2.526 4.539 0.10
H 0.369 -3.384 0.689 -0.03
H -4.139 -0.312 0.194 -0.03
H -0.402 -1.921 1.617 -0.03



Entry 2:
39
Properties=species:S:1:pos:R:3:lowdin_charge:R:1 method="wB97M-V/def2-TZVPD" gap_ev=8.6267 energy_ha=-993.66368 molar_mass_da=234.2 charge=0
O -1.946 -3.966 0.773 -0.02
O 0.642 0.068 -2.686 -0.09
O 2.290 -0.599 -0.677 -0.03
O -0.024 2.750 -2.289 -0.05
O -2.590 2.379 0.149 -0.06
O -0.866 -0.622 3.496 -0.04
O -0.655 0.509 0.297 -0.05
O -2.614 -1.483 -1.694 -0.03
O -0.143 -2.062 0.365 -0.02
O -2.851 -1.344 1.576 -0.12
O 3.061 2.292 -2.348 -0.05
O 1.811 2.521 0.280 -0.05
O 1.599 0.168 2.220 -0.02
H 2.337 2.090 -1.701 0.00
H -0.865 2.733 -2.763 0.07
H 2.884 -1.342 -0.616 0.08
H 0.616 3.054 -2.952 0.06
H -0.627 -0.428 0.173 -0.02
H -1.985 -1.038 2.016 0.01
H 0.075 -2.343 -0.464 0.03
H -1.533 -4.697 1.232 0.04
H -0.015 -0.387 3.073 0.00
H -1.894 -1.947 -2.130 0.04
H 0.879 0.189 1.628 -0.04
H 1.224 -0.259 -1.957 -0.02
H -2.951 2.714 0.952 0.01
H 1.302 2.549 1.102 0.06
H -0.712 -1.453 3.958 0.06
H 1.942 -0.740 2.204 0.07
H 2.632 2.088 0.587 0.05
H 2.741 0.004 -0.075 0.05
H 0.163 0.821 -0.132 0.03
H 0.769 -2.203 0.787 0.12
H -1.963 1.678 0.359 -0.03
H 3.551 2.928 -1.860 0.01
H 0.149 0.881 -2.470 -0.01
H -2.513 -0.542 -1.837 0.04
H -2.560 -1.694 0.675 0.01
H -1.363 -3.270 0.748 -0.09



Entry 3:
39
Properties=species:S:1:pos:R:3:lowdin_charge:R:1 method="wB97M-V/def2-TZVPD" gap_ev=10.3058 energy_ha=-993.58844 molar_mass_da=234.2 charge=0
O 0.345 -3.082 -2.587 -0.05
O 2.683 1.516 0.143 -0.02
O -3.268 -1.253 1.409 -0.04
O -2.969 -3.052 -0.363 -0.07
O 1.262 4.080 0.967 -0.04
O 3.201 -1.689 -3.540 -0.05
O -1.383 2.024 -0.179 -0.06
O -2.902 2.297 1.517 -0.09
O -0.119 0.410 2.471 -0.04
O 0.966 -3.967 -0.093 -0.03
O -0.085 2.464 -3.259 -0.02
O 0.707 0.142 -0.350 -0.04
O 2.972 -0.994 2.424 -0.01
H 0.102 0.521 0.328 0.03
H 2.984 -1.452 -2.655 -0.01
H -0.772 -0.091 3.067 0.10
H 2.190 3.865 0.763 0.04
H 3.632 -0.312 2.501 0.04
H -0.272 1.323 2.490 0.00
H -2.334 -2.381 0.007 0.04
H -3.627 -1.055 2.249 0.02
H -2.041 2.764 -0.249 0.08
H 1.163 -0.451 0.131 -0.04
H 0.764 2.260 -2.872 0.04
H 0.384 -4.420 -0.671 0.01
H 1.101 4.828 0.457 -0.01
H 2.047 1.406 0.775 -0.04
H 0.700 -2.595 -1.796 0.04
H -2.830 -3.124 -1.290 0.01
H -3.007 2.735 2.442 0.11
H -3.755 1.850 1.509 0.04
H 2.481 -0.686 3.128 -0.02
H 0.472 -3.227 0.283 0.04
H 2.688 0.748 -0.415 0.03
H -0.694 2.409 -2.550 -0.02
H 2.313 -1.699 -3.965 0.05
H -3.851 -0.704 0.847 0.07
H -0.297 -3.552 -2.096 -0.02
H -0.950 2.141 -0.977 -0.04



Entry 4:
33
Properties=species:S:1:pos:R:3:lowdin_charge:R:1 method="wB97M-V/def2-TZVPD" gap_ev="4.0523 / 6.9439" energy_ha=-702.49392 molar_mass_da=391.5 s2=6.02 spin_multiplicity=5 charge=-1
Ir -0.039 -0.373 -1.211 1.22
N -1.802 -0.352 -0.135 -0.18
C 1.351 -1.819 -1.901 -0.32
C -1.136 1.264 3.207 -0.11
C 0.952 0.910 -2.925 -0.25
C 0.372 0.037 1.734 -0.34
C -0.414 -0.981 3.802 -0.12
C 0.305 -1.064 2.610 -0.08
C -0.373 1.190 2.043 -0.09
C -0.184 2.107 -1.296 -0.21
C -1.131 0.185 4.110 -0.14
C 1.112 1.751 -1.783 -0.23
C 0.069 -2.357 -1.631 -0.41
C -0.460 0.725 -3.145 -0.25
C -1.164 1.495 -2.144 -0.23
C 1.215 -0.051 0.497 -0.27
H -2.087 -0.948 -0.959 -0.12
H 2.039 -2.071 -1.051 0.05
H -0.347 2.038 1.355 0.08
H 1.498 -1.707 -3.016 0.06
H -0.394 -1.826 4.505 0.09
H 0.859 -1.972 2.338 0.10
H -1.689 0.253 5.039 0.08
H 1.744 0.529 -3.565 0.09
H -0.402 2.728 -0.435 0.08
H 1.875 0.839 0.465 0.05
H -2.230 1.550 -2.040 0.08
H -0.911 0.160 -3.953 0.09
H -1.709 2.168 3.422 0.09
H 1.851 -0.950 0.552 0.02
H -0.099 -3.000 -0.730 0.05
H 2.071 2.085 -1.384 0.09
H -0.745 -2.544 -2.374 0.04



Entry 5:
94
Properties=species:S:1:pos:R:3:lowdin_charge:R:1 method="wB97M-V/def2-TZVPD" gap_ev="6.7073 / 6.3741" energy_ha=-6505.36376 molar_mass_da=886.7 s2=6.29 spin_multiplicity=5 charge=0
Br 2.700 4.150 -0.839 0.78
Mn -1.745 0.941 0.762 0.72
S -2.195 0.777 3.075 0.72
O 0.616 0.137 -3.994 -0.10
O 4.745 -1.389 0.440 -0.10
O -3.720 4.181 -0.316 0.07
O -2.305 2.754 0.645 -0.19
O 0.676 2.561 2.374 -0.11
N -2.844 -1.585 1.855 0.07
N 2.482 -0.005 0.005 0.17
N 0.694 0.043 -1.430 0.17
N -2.816 -2.900 4.136 0.01
N -2.783 -1.575 4.150 0.05
N 0.330 0.348 0.855 0.09
N -2.747 -0.906 0.805 -0.03
C -3.789 -3.162 -2.588 -0.09
C -4.178 -1.280 -1.137 -0.03
C -2.383 -2.820 -0.667 -0.02
C 0.659 3.730 3.186 -0.05
C -2.728 1.506 -3.328 -0.06
C -2.055 -3.830 3.376 -0.23
C -0.561 -5.790 2.075 -0.10
C -1.628 1.063 -4.064 -0.02
C 1.627 1.314 4.213 -0.01
C -2.592 3.815 -0.055 -0.58
C 4.585 1.042 -2.901 -0.08
C -0.559 6.557 -1.699 -0.07
C 4.052 -2.642 0.364 -0.06
C -1.607 0.933 -1.258 -0.12
C 1.313 -0.962 2.672 -0.07
C -0.116 4.095 -0.492 -0.07
C -2.592 -0.903 3.027 -0.79
C 0.738 6.068 -1.600 -0.13
C -1.409 4.597 -0.587 -0.11
C 4.677 -0.618 -0.692 -0.25
C 1.851 -1.071 3.952 -0.08
C 1.134 0.161 -0.160 -0.33
C 2.006 0.073 4.714 -0.07
C 5.779 -0.514 -1.519 0.00
C 0.936 4.838 -0.996 -0.66
C 0.936 0.266 2.151 -0.25
C -2.722 -3.557 -1.793 -0.07
C 3.485 0.961 -2.057 -0.07
C 1.092 1.414 2.937 -0.28
C 3.516 0.117 -0.951 -0.16
C -0.839 -3.498 2.784 -0.05
C -3.112 -1.685 -0.356 -0.25
C -0.513 0.526 -1.985 -0.16
C -0.527 0.582 -3.391 -0.22
C -0.103 -4.477 2.140 -0.09
C -1.765 -6.115 2.678 -0.08
C -1.627 5.826 -1.198 -0.01
C 0.739 0.361 -5.390 -0.07
C -2.711 1.445 -1.951 -0.12
C 5.733 0.311 -2.636 -0.08
C -2.511 -5.140 3.328 -0.03
C -4.520 -2.028 -2.255 -0.07
H -3.592 1.911 -3.843 0.11
H 6.664 -1.087 -1.270 0.12
H -4.735 -0.393 -0.867 0.12
H -0.464 -2.483 2.840 0.07
H -3.208 -3.266 4.982 0.14
H -2.153 -4.444 -2.044 0.10
H 0.592 1.416 -5.630 0.10
H -1.640 1.110 -5.145 0.10
H 1.746 0.061 -5.662 0.09
H -3.563 1.824 -1.401 0.10
H 0.025 3.577 4.062 0.10
H 2.795 -0.125 0.954 0.14
H 0.018 -6.548 1.564 0.10
H 1.162 -1.845 2.056 0.10
H 2.417 0.009 5.715 0.11
H 1.668 4.007 3.495 0.10
H -5.357 -1.720 -2.870 0.11
H -1.561 -3.118 -0.026 0.10
H 1.738 2.197 4.829 0.11
H 1.393 -0.174 -2.119 0.12
H 0.241 4.517 2.566 0.09
H -3.461 -5.393 3.788 0.11
H 2.624 1.590 -2.240 0.08
H -4.054 -3.739 -3.466 0.10
H 3.228 -2.595 -0.348 0.09
H -2.138 -7.131 2.640 0.10
H 0.847 -4.213 1.688 0.10
H -2.645 6.189 -1.269 0.12
H 6.596 0.388 -3.286 0.10
H 1.578 6.631 -1.984 0.10
H -0.731 7.518 -2.171 0.11
H 0.065 3.149 -0.012 0.08
H 2.131 -2.041 4.346 0.11
H 3.660 -2.867 1.355 0.08
H 4.747 -3.426 0.061 0.09
H 0.019 -0.241 -5.948 0.10
H 4.547 1.709 -3.754 0.11



Entry 6:
55
Properties=species:S:1:pos:R:3:lowdin_charge:R:1 method="wB97M-V/def2-TZVPD" gap_ev=10.0063 energy_ha=-1208.49463 molar_mass_da=328.4 charge=-1
O 2.126 0.088 3.884 -0.06
O 0.352 -0.183 1.666 -0.03
O -0.262 2.546 -1.750 -0.06
O -1.713 -1.967 2.668 -0.06
O 2.013 -0.032 0.330 -0.02
O 1.948 2.827 0.558 -0.09
O -0.914 -2.838 -0.219 -0.06
O -1.226 1.957 2.614 -0.04
O 0.037 -0.175 -0.497 -0.02
O 3.826 -0.451 -1.701 -0.05
N 0.789 -0.182 0.509 -0.50
C -2.852 -1.552 -1.016 -0.06
C -1.648 -3.310 -2.356 -0.07
C -2.976 2.861 3.758 -0.05
C 3.563 -0.704 -4.123 -0.05
C 2.251 -2.134 -2.346 -0.04
C -3.218 1.846 1.450 -0.05
C -2.090 -2.893 -0.977 -0.49
C -2.555 1.715 2.802 -0.52
C 2.971 -0.815 -2.730 -0.50
C 3.162 3.464 0.680 -0.20
H -2.748 0.791 3.347 0.13
H 2.867 -1.236 -4.771 0.07
H -3.790 2.382 4.302 0.06
H 1.181 -1.927 -2.349 0.05
H -2.265 3.111 4.545 0.07
H 1.420 -0.022 3.247 -0.02
H -1.101 -2.518 -2.868 0.08
H 3.809 3.054 1.455 0.07
H -0.377 -2.090 -0.492 0.04
H -2.839 1.253 0.618 0.07
H -0.427 2.628 -0.811 0.01
H 2.959 4.467 1.054 0.08
H -3.039 2.887 1.182 0.08
H 2.100 1.900 0.360 0.03
H -3.290 3.798 3.297 0.07
H 4.541 -1.154 -4.293 0.07
H -3.106 -1.220 -0.009 0.06
H -1.439 -2.813 2.314 0.02
H -0.868 1.225 2.105 0.04
H 2.509 -2.485 -1.346 0.08
H -4.303 1.744 1.481 0.08
H 3.296 -0.428 -0.901 0.03
H -2.313 -0.695 -1.418 0.07
H -2.481 -3.675 -2.957 0.07
H 3.864 3.527 -0.151 0.07
H -0.962 -4.157 -2.356 0.08
H 2.541 -0.773 3.933 0.02
H 0.135 1.681 -1.849 0.00
H 2.421 -2.970 -3.024 0.07
H -3.836 -1.734 -1.447 0.07
H 2.175 -0.071 -2.718 0.12
H 3.707 0.310 -4.496 0.07
H -1.095 -1.339 2.293 -0.02
H -2.832 -3.518 -0.481 0.13



Entry 7:
11
Properties=species:S:1:pos:R:3:lowdin_charge:R:1 method="wB97M-V/def2-TZVPD" gap_ev=8.5747 energy_ha=-1216.84007 molar_mass_da=156.6 charge=-1
Cl 0.155 -2.027 0.456 0.75
S -1.474 0.345 0.043 0.28
O -1.124 -0.319 -1.198 -0.44
O -2.055 1.640 -0.148 -0.39
O -2.147 -0.602 0.898 -0.42
N 1.957 -0.532 -0.923 0.04
C 0.980 -0.740 -0.164 -0.85
C 0.239 0.900 0.639 -0.12
H 0.677 1.853 0.201 0.07
H 0.485 0.734 1.726 0.05
H 2.307 -1.251 -1.532 0.03



Entry 8:
7
Properties=species:S:1:pos:R:3:lowdin_charge:R:1 method="wB97M-V/def2-TZVPD" gap_ev=6.8237 energy_ha=-1119.82133 molar_mass_da=436.7 charge=-1
I 1.335 -2.064 0.617 0.46
I 1.533 0.739 -1.609 0.56
I 1.194 1.181 1.911 0.43
O -1.957 -0.582 0.529 0.03
O -1.309 0.772 -1.260 -0.07
C -1.426 0.010 -0.367 -0.67
C 0.630 -0.056 0.181 -1.74



Entry 9:
65
Properties=species:S:1:pos:R:3:lowdin_charge:R:1 method="wB97M-V/def2-TZVPD" gap_ev=7.4274 energy_ha=-1705.43491 molar_mass_da=428.6 charge=0
S -1.874 2.463 -0.111 1.06
O -2.221 2.744 -1.471 -0.35
O -1.003 0.912 2.531 0.15
O 0.201 1.300 0.671 -0.08
O -3.205 1.646 0.542 -0.24
O -0.865 1.128 -0.271 -0.25
N -2.655 -1.441 -6.482 -0.20
N 3.637 1.803 4.097 -0.20
C 4.726 0.152 5.723 -0.08
C 2.269 1.634 4.549 -0.26
C -2.988 -0.093 -6.058 -0.28
C -4.390 0.063 -1.008 0.14
C 1.179 -2.617 3.302 -0.07
C 1.328 2.713 4.034 -0.08
C 2.054 -3.049 2.312 -0.07
C -2.460 -2.411 -5.419 -0.25
C -0.151 0.523 1.798 -0.41
C 0.464 -1.452 3.127 -0.02
C -3.826 0.822 -0.271 -0.30
C 4.252 3.079 4.418 -0.25
C 4.310 3.496 5.893 -0.08
C -3.427 -1.894 -7.625 -0.25
C -4.943 -2.056 -7.459 -0.09
C -3.602 -2.622 -4.417 -0.08
C 0.627 -0.712 1.958 -0.14
C 2.215 -2.314 1.146 -0.06
C 1.506 -1.140 0.968 0.00
C -1.974 0.519 -5.104 -0.09
C 4.459 0.622 4.289 -0.25
H 2.180 1.580 5.646 0.11
H -3.244 -1.184 -8.437 0.11
H 3.977 -0.196 3.743 0.10
H -2.219 1.567 -4.934 0.07
H -3.980 -1.673 -4.034 0.05
H 5.177 -0.842 5.704 0.07
H 5.415 0.792 3.785 0.11
H -5.404 -2.201 -8.438 0.07
H 5.056 2.936 6.455 0.05
H -3.239 -3.199 -3.564 0.07
H 1.058 -3.187 4.213 0.11
H 3.346 3.368 6.389 0.07
H 1.928 0.667 4.169 0.10
H -4.854 -0.670 -1.623 0.03
H -5.199 -2.921 -6.849 0.05
H -4.437 -3.171 -4.849 0.05
H -0.223 -1.099 3.886 0.13
H 1.632 -0.551 0.069 0.12
H -2.212 -3.366 -5.890 0.11
H -3.030 0.523 -6.961 0.12
H 2.897 -2.664 0.383 0.11
H 1.408 2.807 2.949 0.08
H -0.966 0.464 -5.516 0.08
H -5.399 -1.172 -7.011 0.07
H -1.977 0.027 -4.130 0.06
H 1.528 3.689 4.478 0.07
H 3.806 0.083 6.305 0.07
H 2.613 -3.965 2.457 0.11
H 4.575 4.552 5.964 0.07
H -1.566 -2.128 -4.856 0.10
H 0.299 2.449 4.276 0.07
H 5.416 0.810 6.250 0.05
H 5.263 3.071 4.004 0.11
H -3.986 -0.027 -5.597 0.10
H -3.002 -2.844 -7.962 0.11
H 3.721 3.857 3.865 0.10



Entry 10:
24
Properties=species:S:1:pos:R:3:lowdin_charge:R:1 method="wB97M-V/def2-TZVPD" gap_ev=7.8335 energy_ha=-692.18030 molar_mass_da=146.2 charge=0
P 0.372 0.591 0.008 0.77
O -1.132 0.934 0.209 -0.26
C 2.253 -1.437 0.300 -0.18
C -3.437 -0.069 0.390 -0.07
C -1.991 -0.279 0.050 -0.47
C 0.628 0.437 -1.786 -0.16
C 1.201 -0.658 1.037 -0.37
C -1.275 -1.326 -0.282 -0.08
C 1.204 2.145 0.560 -0.17
H 1.234 -0.352 -2.120 0.02
H -0.272 -0.060 -2.177 0.05
H 2.280 1.941 0.456 0.05
H 3.023 -0.687 -0.126 0.10
H -3.973 -0.993 0.040 0.09
H 0.534 -1.397 1.494 0.08
H -1.878 -2.289 -0.536 0.04
H 0.670 2.914 -0.073 0.07
H 1.749 -0.138 1.861 0.09
H 1.976 -1.985 -0.637 0.08
H -3.628 0.288 1.385 0.06
H 1.076 2.557 1.562 0.05
H 0.697 1.448 -2.292 0.08
H -3.952 0.603 -0.286 0.06
H 2.644 -2.187 0.964 0.06



Entry 11:
20
Properties=species:S:1:pos:R:3:lowdin_charge:R:1 method="wB97M-V/def2-TZVPD" gap_ev=10.0461 energy_ha=-340.77381 molar_mass_da=105.2 charge=+1 smiles=CC(C)([NH3+])NNN
N -0.605 -0.611 -1.537 0.25
N 1.910 -0.295 0.000 -0.18
N 0.981 0.771 -0.048 0.00
N 2.319 -0.560 1.344 0.02
C -0.622 0.185 -0.283 -0.46
C -1.088 -0.671 0.915 -0.02
C -1.488 1.428 -0.452 -0.05
H 2.769 -0.033 -0.508 0.12
H 2.362 -1.564 1.437 0.08
H -1.155 -1.441 -1.299 0.17
H -1.828 -1.369 0.674 0.06
H 0.865 1.394 0.727 0.09
H 0.338 -0.982 -1.682 0.16
H -0.816 -0.158 -2.390 0.16
H -1.117 1.955 -1.310 0.07
H -2.574 0.968 -0.461 0.14
H -1.525 2.196 0.392 0.12
H 3.252 -0.161 1.356 0.08
H -1.685 0.014 1.673 0.15
H -0.294 -1.069 1.452 0.04